No. 1
# C22H52AlBrClO6

A molecular structure, C22H52AlBrClO6 (the ωB97M-V functional and the def2-TZVPD basis, the OMol25 dataset).

Geometry as XYZ:
```
83
C22H52AlBrClO6 | the OMol25 dataset | the ωB97M-V functional and the def2-TZVPD basis
C -5.303 -3.594 1.448
C -4.900 -3.465 -0.012
O -5.895 -2.744 -0.686
C -5.466 -2.149 -1.903
C -4.472 -1.003 -1.765
Al -5.063 0.470 -0.526
Cl -6.540 1.723 -1.615
C -3.377 1.599 -0.092
C -2.544 1.648 -1.263
O -1.632 0.947 -1.571
Br -3.042 3.075 -2.565
H -5.528 -2.591 1.812
H -4.526 -4.068 2.039
H -6.237 -4.154 1.497
H -4.779 -4.469 -0.443
H -3.928 -2.967 -0.067
H -6.375 -1.745 -2.355
H -5.104 -2.927 -2.593
H -4.335 -0.584 -2.765
H -3.499 -1.368 -1.422
H -5.672 -0.088 0.841
H -2.820 1.135 0.719
H -3.739 2.591 0.164
C -3.480 -8.773 3.414
C -3.659 -7.328 3.854
O -4.770 -6.683 3.268
C -6.036 -7.239 3.557
C -6.396 -7.220 5.034
H -3.483 -8.840 2.326
H -2.533 -9.163 3.788
H -4.276 -9.416 3.793
H -2.794 -6.742 3.542
H -3.706 -7.265 4.948
H -6.112 -8.258 3.157
H -6.746 -6.627 3.000
H -5.772 -7.900 5.617
H -7.434 -7.526 5.169
H -6.270 -6.216 5.441
C 3.698 2.948 -2.899
C 4.216 2.096 -1.752
O 3.503 2.259 -0.544
C 2.125 1.903 -0.599
C 1.877 0.447 -0.942
H 3.628 3.993 -2.593
H 4.373 2.878 -3.754
H 2.709 2.628 -3.232
H 5.243 2.385 -1.521
H 4.242 1.039 -2.044
H 1.586 2.553 -1.296
H 1.736 2.119 0.396
H 2.158 0.219 -1.972
H 0.817 0.218 -0.836
H 2.452 -0.208 -0.285
C 5.865 1.318 1.188
C 6.499 0.964 2.522
O 6.823 -0.410 2.666
C 7.753 -0.918 1.732
C 9.117 -0.250 1.789
H 5.016 0.670 0.981
H 5.514 2.348 1.194
H 6.576 1.213 0.366
H 5.798 1.175 3.329
H 7.386 1.585 2.703
H 7.346 -0.866 0.715
H 7.854 -1.976 1.977
H 9.078 0.786 1.450
H 9.821 -0.781 1.148
H 9.500 -0.255 2.811
C 2.493 8.814 -3.539
C 1.097 8.274 -3.805
O 1.080 7.006 -4.427
C 1.681 5.954 -3.690
C 1.027 5.683 -2.346
H 3.093 8.784 -4.450
H 2.435 9.846 -3.190
H 3.015 8.236 -2.775
H 0.575 8.936 -4.496
H 0.512 8.257 -2.878
H 2.754 6.144 -3.561
H 1.591 5.074 -4.326
H 1.187 6.503 -1.643
H 1.446 4.782 -1.901
H -0.049 5.547 -2.460
```

Values from the calculation:
- max |F| (eV/Å) = 0.76
- E_tot (a.u.) = -4597.5897
- HOMO energy (eV) = -5.401
- orbital gap (hartree) = 0.28052
- net charge = -1



No. 2
# C13H17BrN2Zn

A molecular structure, C13H17BrN2Zn (the ωB97M-V functional and the def2-TZVPD basis, the OMol25 dataset).

Geometry as XYZ:
```
34
C13H17BrN2Zn | the OMol25 dataset | the ωB97M-V functional and the def2-TZVPD basis
C -0.433 0.893 3.529
C -0.315 -0.722 3.648
H 0.574 1.113 3.937
H -1.283 1.252 4.194
H -0.389 1.399 2.482
H 0.404 -1.468 3.106
H 0.310 -0.601 4.557
H -1.233 -1.263 3.733
C 0.498 2.602 -0.367
C 0.824 3.445 -1.447
C 1.016 2.858 -2.719
C 0.888 1.470 -2.841
H 0.434 3.039 0.636
H 0.901 4.512 -1.291
H 1.245 3.470 -3.570
H 1.041 0.977 -3.791
N 0.267 1.290 -0.510
C 0.529 0.709 -1.707
C 0.402 -0.714 -1.776
N 0.045 -1.339 -0.642
C -0.029 -2.678 -0.460
C 0.461 -2.920 -2.835
C 0.156 -3.508 -1.588
H -0.219 -3.108 0.533
H 0.039 -4.549 -1.445
C 0.591 -1.535 -2.871
H 0.828 -1.063 -3.791
H 0.557 -3.544 -3.701
Zn -0.311 0.007 0.909
C -2.252 0.042 1.087
H -2.615 -0.940 0.785
H -2.516 0.803 0.349
H -2.571 0.317 2.092
Br 2.155 -0.247 1.774
```

Values from the calculation:
- max |F| (eV/Å) = 3.90
- E_tot (a.u.) = -4968.3880
- HOMO energy (eV) = -7.940
- orbital gap (hartree) = 0.25910
- net charge = 0



No. 3
# C23H18FeN3O2

A molecular structure, C23H18FeN3O2 (the ωB97M-V functional and the def2-TZVPD basis, the OMol25 dataset).

Geometry as XYZ:
```
47
C23H18FeN3O2 | the OMol25 dataset | the ωB97M-V functional and the def2-TZVPD basis
Fe -0.118 -0.435 0.385
O 0.305 0.026 2.189
C 1.362 0.433 2.828
C 1.365 0.442 4.240
C 2.459 0.885 4.940
C 3.611 1.346 4.283
C 3.628 1.347 2.913
C 2.524 0.897 2.164
C 2.626 0.920 0.733
N 1.738 0.526 -0.107
C 2.086 0.583 -1.531
C 0.837 0.275 -2.346
N 0.171 -0.834 -1.691
C -0.196 -1.872 -2.339
C -0.838 -3.019 -1.751
C -1.286 -4.036 -2.612
C -1.896 -5.167 -2.130
C -2.058 -5.303 -0.745
C -1.620 -4.333 0.123
C -1.000 -3.157 -0.349
O -0.587 -2.271 0.519
H 0.474 0.087 4.742
H 2.431 0.878 6.023
H 4.464 1.693 4.848
H 4.505 1.698 2.379
H 3.571 1.310 0.339
H 2.853 -0.168 -1.743
H 2.484 1.565 -1.797
H 1.090 0.052 -3.386
H 0.161 1.134 -2.325
H -0.023 -1.912 -3.419
H -1.143 -3.908 -3.679
H -2.242 -5.938 -2.804
H -2.535 -6.191 -0.348
H -1.739 -4.436 1.193
N -5.771 4.208 -1.005
C -4.908 3.482 -0.781
C -3.827 2.573 -0.506
C -2.844 2.921 0.418
C -1.804 2.040 0.673
C -1.713 0.811 0.013
C -2.714 0.485 -0.904
C -3.767 1.348 -1.166
H -2.906 3.873 0.930
H -1.055 2.314 1.407
H -2.685 -0.466 -1.429
H -4.541 1.084 -1.875
```

Values from the calculation:
- max |F| (eV/Å) = 0.17
- E_tot (a.u.) = -2465.7236
- HOMO energy (alpha / beta) (eV) = -8.178 / -8.399
- orbital gap (alpha / beta) (hartree) = 0.29320 / 0.27415
- net charge = 0
- ΔE to the lowest compared entry with this formula, charge and spin (kJ/mol) = 0.00
- spin multiplicity = 6
- expectation value of S² = 8.7605



No. 4
# C10H9N4NiO2S5Sb

A molecular structure, C10H9N4NiO2S5Sb (the ωB97M-V functional and the def2-TZVPD basis, the OMol25 dataset).

Geometry as XYZ:
```
32
C10H9N4NiO2S5Sb | the OMol25 dataset | the ωB97M-V functional and the def2-TZVPD basis
Ni -0.352 -1.307 0.987
N 1.257 -0.471 -4.805
C 1.591 -0.356 -3.442
C 1.711 0.898 -2.849
C 2.050 1.013 -1.512
C 2.281 -0.126 -0.757
C 2.188 -1.379 -1.345
C 1.850 -1.496 -2.682
S 2.581 -0.001 0.990
O 3.104 1.318 1.235
O 3.386 -1.141 1.347
N 1.131 -0.200 1.681
C 0.044 0.441 1.191
N -0.115 1.592 0.585
C -1.149 1.805 -0.233
C -2.085 0.913 -0.733
C -2.319 -0.419 -0.337
N -2.235 -0.991 0.871
H 0.707 0.306 -5.138
H 0.794 -1.341 -5.021
H 1.515 1.788 -3.438
H 2.116 1.980 -1.032
H 2.382 -2.257 -0.742
H 1.771 -2.475 -3.141
H -1.167 2.807 -0.657
H -2.621 1.244 -1.617
H -2.742 -1.085 -1.088
S -4.073 -1.483 9.627
Sb -3.948 0.140 8.031
S -1.882 -1.118 3.795
S -1.908 0.035 2.209
S -5.863 1.366 8.020
```

Values from the calculation:
- max |F| (eV/Å) = 0.15
- E_tot (a.u.) = -4495.4647
- HOMO energy (eV) = -1.927
- orbital gap (hartree) = 0.21272
- net charge = -2
- ΔE to the lowest compared entry with this formula, charge and spin (kJ/mol) = 0.00